# 1
Molecular formula: C8H8Cl24F4V
Method: DFT, ωB97M-V/def2-TZVPD

Results
2S+1: 4
E (eV): -345524.694
LUMO level (spin up / spin down) (eV): 3.44 / 3.44
Net charge: -2
Strongest force on any atom (eV/Å): 4.02
HOMO level (spin up / spin down) (Eh): -0.0188 / -0.0950
<S²>: 3.755
Gap between HOMO and LUMO (spin up / spin down) (eV): 3.95 / 6.03

The geometry in XYZ format:
```
45
C8H8Cl24F4V, DFT ωB97M-V/def2-TZVPD
V -1.80598 0.55914 -1.04646
Cl 4.06210 2.59212 0.29136
Cl 0.12217 -0.83704 3.74711
Cl 1.89615 -0.20511 -3.95359
Cl 6.96000 2.93044 0.25573
Cl -3.17253 -4.96480 0.96742
Cl 2.89378 -1.80926 4.49599
Cl -0.36973 3.37506 2.26816
Cl -5.28980 -0.35000 3.59901
Cl -0.78753 -2.76077 -2.82074
Cl 1.68401 5.01488 1.06509
Cl -2.39845 -4.16543 -4.79064
Cl -3.37482 0.82900 1.92472
Cl 2.62215 0.47338 2.79952
Cl 2.23314 -3.30993 1.08626
Cl -3.48345 -3.79919 -2.13888
Cl -1.81327 -2.49697 0.72025
Cl -3.47958 -3.02632 3.05996
Cl 1.77186 2.61088 -2.82185
Cl 2.33153 -3.17161 -1.77734
Cl -6.19375 1.48430 1.43083
Cl -0.44164 4.09987 -0.54246
Cl 5.20280 5.22718 -0.10813
Cl 3.43841 -0.99427 -0.21232
Cl 4.31537 1.25296 -2.75058
F -3.57921 -0.68005 -1.17178
F -1.85963 0.35905 -3.25815
F -3.18958 2.18133 -1.60530
F 0.11407 0.57802 -0.22708
C 1.83248 -0.44584 4.08080
C 2.16212 -2.26487 -0.28296
C -3.29214 -3.22315 1.29898
C 0.60285 3.63859 0.79387
C 2.53696 0.97856 -2.75643
C -2.44226 -3.10885 -3.38494
C 5.41355 3.53670 -0.41845
C -5.01263 0.24618 1.96376
H 1.17886 -1.79522 -0.25581
H 1.21814 2.77795 0.53153
H -5.06225 -0.59983 1.27826
H -2.90587 -2.17683 -3.70822
H 5.36634 3.39871 -1.49865
H 2.26323 0.59219 -1.77465
H -4.07829 -2.76515 0.69870
H 1.81029 0.21398 4.94811
```

***

# 2
Molecular formula: C8H8Cl4GaN4O6
Method: DFT, ωB97M-V/def2-TZVPD

Results
E (eV): -129125.166
LUMO level (eV): -3.77
Relative energy (zero: lowest compared OMol25 entry of this formula, charge and spin) (kcal per mole): 1.99
Net charge: +1
Strongest force on any atom (eV/Å): 0.95
HOMO level (Eh): -0.4614
Gap between HOMO and LUMO (eV): 8.79

The geometry in XYZ format:
```
31
C8H8Cl4GaN4O6, DFT ωB97M-V/def2-TZVPD
Ga 0.14617 -0.12392 0.06349
Cl -4.70414 -2.24127 -1.78883
Cl -1.23911 1.01591 1.98879
Cl -4.34010 -2.35481 1.09261
Cl -5.25766 0.11850 -0.18748
O -2.61668 0.73618 1.90644
O -0.79201 1.61171 0.71187
O -0.87036 1.78992 3.08242
O 1.89678 0.81225 0.18715
O -0.49537 -0.28569 1.97448
O 0.68107 0.76570 -1.61034
N 0.84739 -2.01289 0.10331
N 0.84849 -5.16254 -1.65344
N 1.96259 -4.51137 0.24136
N -1.72904 -0.79887 -0.68428
C 1.70256 1.22768 -1.00096
C 0.52188 -2.92869 -0.80092
C -4.25340 -1.31502 -0.34779
C 2.59924 2.23496 -1.62382
C 1.72779 -2.30001 1.07041
C 2.26449 -3.57775 1.12368
C 1.10889 -4.20915 -0.74434
C -2.85367 -0.93301 -0.51328
H 1.97817 -1.51986 1.77376
H 2.50080 2.22406 -2.70459
H 1.28005 -6.06216 -1.52652
H 2.29106 3.21554 -1.25379
H -0.19821 -2.65788 -1.56130
H 0.20556 -5.02422 -2.41048
H 2.95813 -3.85189 1.90852
H 3.62588 2.07175 -1.30747
```

***

# 3
Molecular formula: C8H8ClFO2S
Method: DFT, ωB97M-V/def2-TZVPD

Results
E (eV): -38591.453
LUMO level (spin up / spin down) (eV): -0.48 / -2.69
Relative energy (zero: lowest compared OMol25 entry of this formula, charge and spin) (kcal per mole): 0.00
Strongest force on any atom (eV/Å): 3.14
HOMO level (spin up / spin down) (Eh): -0.3442 / -0.2691
Gap between HOMO and LUMO (spin up / spin down) (eV): 8.89 / 4.63

The geometry in XYZ format:
```
21
C8H8ClFO2S, DFT ωB97M-V/def2-TZVPD
Cl -4.92562 0.21807 1.10702
S 3.17403 -1.17630 0.57219
F 3.54910 -0.79043 2.18626
O 1.22904 -0.36790 -0.91913
O -4.86657 -1.80224 -0.51624
C -1.99741 0.29722 0.56030
C 4.42879 -0.20752 0.09607
C -4.16604 -0.94795 -0.02650
C -0.84466 0.75331 -0.36167
C -2.03762 -1.77056 -0.83072
C -0.70453 -1.61833 -1.03426
C -2.78123 -0.75852 -0.20250
C 0.03142 -0.42194 -0.73166
H -2.67200 1.00236 0.91194
H -1.26888 1.09026 -1.27543
H -0.19471 -2.37033 -1.57893
H -0.13223 1.57764 -0.08281
H -1.47346 -0.16454 1.39022
H -2.65217 -2.60942 -1.22380
H 4.73697 0.67230 0.74749
H 4.61087 -0.23238 -1.07250
```

***

# 4
Molecular formula: C8H8ClN2O2
Method: DFT, ωB97M-V/def2-TZVPD

Results
E (eV): -28021.997
LUMO level (spin up / spin down) (eV): 3.38 / 3.38
Relative energy (zero: lowest compared OMol25 entry of this formula, charge and spin) (kcal per mole): 45.54
Net charge: -1
Strongest force on any atom (eV/Å): 4.70
HOMO level (spin up / spin down) (Eh): -0.1338 / -0.1336
Gap between HOMO and LUMO (spin up / spin down) (eV): 7.01 / 7.01

The geometry in XYZ format:
```
21
C8H8ClN2O2, DFT ωB97M-V/def2-TZVPD
Cl 1.81421 -2.06369 0.55291
O 2.55716 -0.73528 -1.97945
O 1.86298 1.33112 -1.34517
N 1.69722 0.69235 1.47905
N 2.74836 1.61592 1.27660
C -2.37941 -1.59952 0.15093
C 1.15723 -0.60804 -0.07133
C -0.85884 0.63186 -0.24545
C -1.04497 -1.74199 0.20720
C -2.26336 0.75027 -0.43980
C -0.24699 -0.57623 -0.02417
C -3.02269 -0.45243 -0.33758
C 1.96692 0.09507 -1.26431
H -2.65566 1.71303 -0.78909
H 3.34425 1.22534 0.55641
H 2.39766 2.45627 0.89148
H -4.09536 -0.32317 -0.44713
H -0.63388 -2.66258 0.44939
H 0.83806 1.25388 1.54643
H -3.06418 -2.45471 0.30316
H -0.11871 1.45252 -0.47008
```

***

# 5
Molecular formula: C8H8ClNO
Method: DFT, ωB97M-V/def2-TZVPD

Results
E (eV): -24479.841
LUMO level (spin up / spin down) (eV): -1.32 / -1.23
Relative energy (zero: lowest compared OMol25 entry of this formula, charge and spin) (kcal per mole): 137.88
Strongest force on any atom (eV/Å): 5.61
HOMO level (spin up / spin down) (Eh): -0.3425 / -0.3304
Gap between HOMO and LUMO (spin up / spin down) (eV): 8.00 / 7.77

The geometry in XYZ format:
```
19
C8H8ClNO, DFT ωB97M-V/def2-TZVPD
Cl 3.35431 0.41172 -0.60026
O -0.99162 2.51424 0.08508
N 1.95939 -3.05001 -0.04466
C -2.05897 -0.45202 0.31859
C -0.72349 -0.75843 -0.44392
C -0.03786 1.71308 0.01340
C 2.42251 1.29516 0.43319
C 0.15965 -1.42009 0.54803
C 1.21133 1.78638 0.67561
C 1.06595 -2.34517 0.20169
C -0.05981 0.52828 -1.02966
H -0.67484 -1.53588 -1.35737
H -1.68644 -0.01254 1.22411
H 0.96340 0.32929 -1.30737
H 0.92041 2.49145 1.41191
H -2.59683 -1.38581 0.37372
H -2.63681 0.32499 -0.28346
H -0.74565 0.79672 -1.85929
H 0.15535 -1.23137 1.64067
```

***

# 6
Molecular formula: C8H8ClNO2S
Method: DFT, ωB97M-V/def2-TZVPD

Results
E (eV): -37363.689
LUMO level (spin up / spin down) (eV): -1.00 / -1.00
Relative energy (zero: lowest compared OMol25 entry of this formula, charge and spin) (kcal per mole): 78.34
Strongest force on any atom (eV/Å): 3.30
HOMO level (spin up / spin down) (Eh): -0.2957 / -0.2957
Gap between HOMO and LUMO (spin up / spin down) (eV): 7.05 / 7.05

The geometry in XYZ format:
```
21
C8H8ClNO2S, DFT ωB97M-V/def2-TZVPD
Cl -3.37528 -1.62388 0.41805
S 3.15016 -0.99448 1.16328
O -1.07512 -0.39947 0.34651
O -0.68876 -1.18880 -1.75255
N 0.99278 -1.06278 -0.21674
C 1.62664 3.01570 -0.27608
C 3.20701 -1.50694 -0.50040
C -0.31757 -0.91066 -0.64671
C -2.90965 1.01487 0.88691
C -2.42199 -0.14285 0.04973
C 1.54637 1.98431 0.33090
C 1.99693 -1.48543 -1.06938
C 1.47392 -0.68024 1.00731
H 1.73486 -1.74535 -2.07739
H 1.68983 3.95590 -0.75932
H 0.83599 -0.36742 1.80269
H -3.93202 1.26470 0.61566
H -2.26548 1.87523 0.70653
H -2.86856 0.76057 1.94293
H 4.13779 -1.78964 -0.94420
H -2.53786 0.02665 -1.02772
```

***

# 7
Molecular formula: C8H8ClNO4S
Method: DFT, ωB97M-V/def2-TZVPD

Results
E (eV): -41458.789
LUMO level (eV): -0.56
Strongest force on any atom (eV/Å): 6.20
HOMO level (Eh): -0.3604
Gap between HOMO and LUMO (eV): 9.24

The geometry in XYZ format:
```
23
C8H8ClNO4S, DFT ωB97M-V/def2-TZVPD
Cl -1.83036 -1.25220 1.17516
S -1.65986 2.75934 -0.05443
O -2.55770 1.40201 0.46369
O -1.25537 3.62570 1.09390
O -2.48575 3.33202 -1.15285
O -0.18527 2.01921 -0.49524
N 3.32647 -2.36528 0.38631
C 2.91585 -1.51710 1.43979
C -0.24354 0.83271 0.33582
C 0.93650 -0.22114 0.30554
C 1.83709 -0.46771 1.51514
C 1.33045 -1.12439 -0.86502
C -1.71952 0.25214 0.13680
C -2.21526 -0.18652 -1.31616
C 2.48545 -2.07917 -0.71322
H 2.74009 -2.69266 -1.65164
H 1.68858 0.13813 2.46484
H -0.26416 1.19424 1.43237
H -2.47257 0.72651 -1.94675
H 0.75945 -1.06794 -1.84530
H -3.17221 -0.81675 -1.21338
H -1.48032 -0.82667 -1.90067
H 3.52197 -1.66449 2.40530
```

***

# 8
Molecular formula: C8H8ClO2S
Method: DFT, ωB97M-V/def2-TZVPD

Results
2S+1: 3
E (eV): -35873.729
LUMO level (spin up / spin down) (eV): 3.19 / 1.08
Relative energy (zero: lowest compared OMol25 entry of this formula, charge and spin) (kcal per mole): 27.80
Net charge: -1
Strongest force on any atom (eV/Å): 3.73
HOMO level (spin up / spin down) (Eh): -0.0670 / -0.1811
<S²>: 2.016
Gap between HOMO and LUMO (spin up / spin down) (eV): 5.01 / 6.00

The geometry in XYZ format:
```
20
C8H8ClO2S, DFT ωB97M-V/def2-TZVPD
Cl 2.26826 0.49439 -1.64923
S -0.44364 -1.99067 1.00015
O 0.71549 -2.71184 -2.81730
O 2.71684 -2.42974 -1.90271
C 1.76229 -0.73804 1.49208
C 0.16218 -1.98255 2.68895
C 1.30739 -1.23542 2.72499
C 1.07600 -0.69237 -1.68833
C -0.22909 -0.26801 -2.21195
C -0.80595 0.93119 -1.31403
C 0.88016 -1.05598 0.44554
C 1.58026 -2.10845 -2.18939
H -0.35688 -2.48141 3.49286
H 2.72953 -0.24530 1.57019
H -1.59473 1.37278 -1.80521
H -0.13374 1.72396 -1.54303
H 1.86501 -1.19125 3.75918
H -0.09595 0.18877 -3.13645
H -0.95676 0.58176 -0.34561
H -0.90904 -1.17737 -2.16092
```

***

# 9
Molecular formula: C8H8ClO3
Method: DFT, ωB97M-V/def2-TZVPD

Results
E (eV): -27086.528
LUMO level (spin up / spin down) (eV): 3.33 / 3.16
Net charge: -1
Strongest force on any atom (eV/Å): 3.91
HOMO level (spin up / spin down) (Eh): -0.1465 / -0.1122
Gap between HOMO and LUMO (spin up / spin down) (eV): 7.32 / 6.21

The geometry in XYZ format:
```
20
C8H8ClO3, DFT ωB97M-V/def2-TZVPD
Cl -0.62850 0.80994 2.62060
O 2.52297 -0.58002 -2.19793
O -1.68018 0.86064 0.23349
O 0.36717 -1.33406 -1.96633
C 1.46495 0.31947 -0.55199
C -2.62023 0.08962 -0.29329
C -2.68697 -1.17073 0.14584
C 1.76306 1.75643 -0.47591
C 1.34555 -0.67564 -1.68591
C 2.49042 0.76605 0.32255
C -1.47885 -1.39286 1.15329
C -0.85702 -0.00426 0.99192
H -0.74941 -2.17523 0.89465
H 2.49957 0.86426 1.40011
H 3.47395 0.37260 -0.14439
H -1.78376 -1.68944 2.14625
H 2.23268 2.20578 -1.26256
H 0.96008 2.28059 0.03545
H -3.44549 -1.82887 -0.27899
H -3.18998 0.52571 -1.08682
```

***

# 10
Molecular formula: C8H8ClP
Method: DFT, ωB97M-V/def2-TZVPD

Results
E (eV): -30235.610
LUMO level (eV): 0.02
Relative energy (zero: lowest compared OMol25 entry of this formula, charge and spin) (kcal per mole): 46.30
Strongest force on any atom (eV/Å): 3.76
HOMO level (Eh): -0.2960
Gap between HOMO and LUMO (eV): 8.07

The geometry in XYZ format:
```
18
C8H8ClP, DFT ωB97M-V/def2-TZVPD
Cl -1.25352 -3.05793 -0.32449
P -2.26769 -1.45440 -1.01402
C 1.53951 0.48048 -0.79327
C -1.90282 -0.34430 0.37175
C 2.21097 0.73918 0.37814
C -0.50426 0.03581 0.43502
C 0.22652 0.13431 -0.74798
C 0.18295 0.25704 1.65307
C -0.63505 0.11700 -1.92254
C 1.56467 0.67901 1.59662
H -0.25411 0.04696 2.61532
H 2.24453 0.82453 2.37043
H -2.66575 0.44301 0.10051
H -2.28693 -0.76302 1.41227
H -1.44242 0.79766 -1.92549
H -0.18192 -0.14109 -2.84428
H 2.17012 0.35778 -1.76708
H 3.25519 0.84796 0.40602
```